--- i ---
DFT (ωB97M-V with the def2-TZVPD basis set) results for a molecular structure, C35H54BaN6O10P2.

Atoms and positions in Å:
Ba  0.645  0.004  1.006
P  -1.535  -2.462  -0.136
P  -2.020  0.540  -0.974
O  -3.138  1.637  -1.095
O  2.209  -0.248  -1.358
O  -0.633  1.096  -0.798
O  -2.304  -3.484  0.739
O  2.607  2.103  -0.107
O  -2.202  1.068  1.456
O  -2.061  -0.114  -2.452
O  -0.184  -2.164  0.441
O  -1.509  -3.082  -1.565
O  1.077  2.376  2.134
N  -1.007  3.924  -0.709
N  -1.046  5.067  3.448
N  2.673  3.767  2.898
N  3.374  0.489  -3.146
N  0.523  -0.726  3.770
N  -2.010  2.087  2.214
C  -0.725  -0.510  5.802
C  -0.625  -0.552  4.426
C  1.645  -0.807  5.859
C  2.003  3.149  1.914
C  -0.307  0.498  -3.990
C  -5.043  2.533  -2.155
C  -0.852  -3.232  -3.831
C  -2.611  -1.008  -0.181
C  2.342  3.441  4.280
C  -5.253  1.221  -0.014
C  4.001  -1.720  4.330
C  2.494  2.115  -1.510
C  -1.609  3.212  1.716
C  -1.277  3.557  0.347
C  2.378  3.387  0.456
C  3.068  -0.479  2.410
C  5.409  -1.275  2.449
C  -3.326  -4.472  0.389
C  5.232  -1.847  3.706
C  2.698  0.679  -1.995
C  -2.744  0.467  -4.665
C  1.669  -0.865  4.462
C  -1.741  0.750  -3.572
C  0.707  -3.991  -2.000
C  -1.321  4.235  2.703
C  4.343  -0.624  1.836
C  -4.414  -3.894  -0.485
C  3.744  4.723  2.668
C  3.918  1.575  -3.948
C  -2.663  -5.698  -0.194
C  2.957  -1.036  3.701
C  -0.326  -2.988  -2.440
C  -4.541  1.367  -1.339
C  3.598  -0.862  -3.628
C  0.451  -0.637  6.527
H  -1.833  1.793  -3.257
H  -4.504  2.619  -3.097
H  -0.017  1.205  -4.772
H  3.219  2.809  -1.944
H  -4.899  -3.039  -0.012
H  -1.510  -0.417  3.809
H  3.192  2.372  -4.100
H  2.574  -0.868  6.410
H  0.288  -5.000  -2.022
H  -1.869  -6.053  0.462
H  -2.923  -0.836  0.849
H  -4.026  -3.594  -1.460
H  -6.106  2.411  -2.368
H  -4.626  0.446  -1.925
H  3.255  -1.568  -2.878
H  -4.900  3.458  -1.595
H  4.522  -0.212  0.841
H  0.075  -1.975  -2.362
H  -3.485  -1.294  -0.768
H  -1.683  -0.361  6.280
H  -3.751  -4.721  1.362
H  6.370  -1.354  1.950
H  -5.198  2.157  0.544
H  -0.053  -3.096  -4.561
H  -4.809  0.444  0.605
H  3.055  -1.031  -4.562
H  6.036  -2.387  4.189
H  -3.404  -6.492  -0.302
H  1.075  -3.779  -0.999
H  4.167  1.172  -4.928
H  4.828  1.996  -3.514
H  -2.686  -0.582  -4.965
H  3.946  5.225  3.612
H  1.712  2.559  4.300
H  -2.241  -5.480  -1.173
H  0.437  -0.586  7.609
H  -1.662  -2.543  -4.063
H  -3.762  0.671  -4.337
H  0.358  0.620  -3.136
H  3.259  4.017  0.318
H  -5.172  -4.660  -0.647
H  4.664  4.237  2.337
H  -1.226  -4.255  -3.918
H  3.265  3.234  4.824
H  1.517  3.866  -0.022
H  -2.536  1.087  -5.538
H  3.857  -2.185  5.301
H  3.455  5.488  1.949
H  1.484  2.426  -1.812
H  1.552  -3.955  -2.691
H  -0.191  -0.513  -4.382
H  4.663  -1.018  -3.807
H  -6.303  0.976  -0.186
H  1.814  4.271  4.752

Properties
Highest occupied orbital energy = -6.057 eV
Molar mass = 918.12 g mol⁻¹
Gap between HOMO and LUMO = 6.34 eV
LUMO level = 0.3 eV


--- ii ---
DFT (ωB97M-V with the def2-TZVPD basis set) results for a molecular structure, C35H54BaN6O10P2.

Atoms and positions in Å:
Ba  0.179  -0.383  0.611
P  -1.535  1.264  -0.816
P  -1.070  -1.633  -1.465
O  1.451  -1.634  -1.058
O  2.224  3.069  0.671
O  -1.204  1.232  0.618
O  2.991  0.464  1.313
O  -3.088  1.143  -1.075
O  2.298  0.903  -1.289
O  -1.123  2.637  -1.457
O  -0.490  -2.597  -2.584
O  -2.642  -1.581  -1.838
O  -0.955  -2.139  -0.088
N  4.016  -5.407  -0.260
N  2.053  -2.603  -0.479
N  0.080  1.125  3.690
N  4.133  -0.156  -2.083
N  2.750  3.823  2.747
N  2.633  -3.443  -3.839
C  -4.239  1.798  1.002
C  5.373  -0.881  -1.846
C  2.606  -3.485  -1.255
C  -5.305  0.375  -0.765
C  -0.881  -3.884  -4.552
C  -3.974  -3.021  -0.349
C  3.929  0.148  0.320
C  -4.020  0.713  -0.037
C  -0.803  -2.471  -4.008
C  2.692  2.870  1.777
C  -0.608  0.072  -1.775
C  1.033  -3.801  4.201
C  3.362  -4.548  -0.655
C  0.680  -3.323  5.458
C  3.363  0.337  -1.088
C  -0.249  3.045  5.083
C  -1.769  3.451  -2.465
C  0.246  -1.666  -4.764
C  0.068  2.279  6.198
C  1.130  -2.919  3.131
C  2.134  5.115  2.510
C  -3.346  -2.855  -1.723
C  3.228  3.559  4.096
C  -2.919  4.232  -1.853
C  -4.380  -2.924  -2.833
C  0.383  0.943  6.036
C  0.474  -1.965  5.620
C  3.675  -0.063  -3.460
C  -2.184  2.649  -3.687
C  2.621  -3.462  -2.688
C  -0.201  2.415  3.851
C  3.265  1.519  2.197
C  0.344  0.359  4.759
C  0.887  -1.534  3.224
C  0.583  -1.091  4.528
H  0.370  -0.660  -4.377
H  1.215  -4.861  4.057
H  6.137  -0.239  -1.401
H  -0.044  -1.602  -5.813
H  -3.217  -2.960  0.431
H  -3.318  2.028  1.533
H  -0.986  4.150  -2.757
H  -4.447  -4.002  -0.294
H  0.559  -4.000  6.295
H  5.225  -1.747  -1.198
H  -2.891  1.863  -3.421
H  2.886  5.906  2.475
H  -4.733  -2.259  -0.175
H  4.185  3.038  4.088
H  -0.722  0.305  -2.830
H  -2.595  4.701  -0.924
H  -5.101  -0.318  -1.577
H  -1.163  -3.857  -5.604
H  4.343  1.609  2.372
H  2.511  2.968  4.674
H  1.211  -2.169  -4.700
H  1.419  5.341  3.304
H  -1.612  -4.475  -4.000
H  -2.664  3.313  -4.405
H  1.404  -3.331  2.160
H  0.663  0.362  6.902
H  -4.868  -3.898  -2.809
H  0.097  -4.358  -4.459
H  -3.759  3.571  -1.637
H  -6.019  -0.072  -0.075
H  -3.250  5.007  -2.543
H  0.432  0.230  -1.482
H  -4.976  1.447  1.724
H  3.374  4.511  4.600
H  -2.626  -3.664  -1.866
H  2.772  1.220  3.126
H  1.614  5.079  1.557
H  4.446  0.401  -4.078
H  4.843  0.744  0.417
H  -0.514  4.090  5.169
H  -3.617  -0.180  0.447
H  4.184  -0.908  0.454
H  -4.617  2.705  0.527
H  -5.141  -2.156  -2.699
H  2.782  0.553  -3.483
H  5.742  -1.240  -2.802
H  -1.313  2.203  -4.172
H  0.072  2.725  7.185
H  -3.919  -2.794  -3.812
H  -5.742  1.282  -1.186
H  3.445  -1.054  -3.854
H  0.194  -1.603  6.603
H  -0.395  2.972  2.936
H  -1.775  -1.988  -4.103

Properties
Highest occupied orbital energy = -5.880 eV
Molar mass = 918.12 g mol⁻¹
Gap between HOMO and LUMO = 6.06 eV
LUMO level = 0.2 eV


Most stable one: i, least stable one: ii.


--- i ---
DFT (ωB97M-V with the def2-TZVPD basis set) results for 2 unconnected molecules or ions with the total composition C3H2FO3.

Atoms and positions in Å:
F  2.520  0.110  2.211
O  0.676  -0.673  1.131
O  1.810  0.986  0.153
O  -0.999  -0.384  -2.836
C  -1.424  -0.030  -0.436
C  -1.256  -0.162  -1.657
C  1.529  0.184  1.018
H  -2.288  0.336  0.067
H  -0.568  -0.366  0.348

Properties
Highest occupied orbital energy = -5.341 eV
Molar mass = 105.04 g mol⁻¹
Gap between HOMO and LUMO = 9.23 eV
LUMO level = 3.9 eV
Net charge = -1


--- ii ---
DFT (ωB97M-V with the def2-TZVPD basis set) results for 2 unconnected molecules or ions with the total composition C3H2FO3.

Atoms and positions in Å:
F  -1.116  1.982  0.046
O  -4.022  0.803  -0.424
O  -3.572  -1.282  0.407
O  1.247  0.123  0.238
C  -1.247  0.582  0.258
C  -3.518  -0.184  0.021
C  -0.197  -0.231  0.146
H  -0.201  -1.321  0.348
H  1.065  1.028  -0.034

Properties
Highest occupied orbital energy = -3.571 eV
Molar mass = 105.04 g mol⁻¹
Gap between HOMO and LUMO = 7.67 eV
LUMO level = 4.1 eV
Net charge = -1


Most stable one: i, least stable one: ii.